1.
Density functional theory data (ωB97M-V with the def2-TZVPD basis set) for a gas-phase ion, C5H10NO (charge -1) in a non-equilibrium geometry.

Geometry as XYZ:
```
17
C5H10NO | the OMol25 dataset | ωB97M-V with the def2-TZVPD basis set
N 0.366 1.583 -0.308
C 2.630 -0.395 -0.038
C 1.420 -1.176 0.592
C 0.086 -0.865 -0.095
C -0.354 0.590 0.145
C -1.971 0.778 -0.427
O -2.703 -0.158 0.034
H 2.237 0.116 -0.911
H 2.775 0.504 0.581
H 3.539 -0.983 0.022
H 1.343 -0.939 1.653
H 1.638 -2.243 0.514
H -0.720 -1.530 0.225
H 0.202 -0.984 -1.175
H -0.512 0.715 1.254
H -1.781 0.725 -1.519
H -2.292 1.797 -0.167
```

Properties
E_LUMO = 4.129 eV
E_HOMO = -0.0949 Ha
charge = -1
multiplicity = 1
DFT total energy = -326.3649 hartree
frontier orbital gap = 6.712 eV
energy above the lowest of the compared OMol25 structures with the same formula, charge and spin = 75.5 kcal/mol



2.
Density functional theory data (ωB97M-V with the def2-TZVPD basis set) for 2 unconnected molecules or ions with the total composition C3H2F3N in a non-equilibrium geometry.

Geometry as XYZ:
```
9
C3H2F3N | the OMol25 dataset | ωB97M-V with the def2-TZVPD basis set
C -1.707 -0.257 -0.220
C -0.748 0.534 0.493
C 1.462 -0.100 -0.066
N -1.534 0.915 -0.650
F 2.403 0.362 0.736
F 1.459 -1.412 -0.010
F 1.663 0.331 -1.282
H -2.078 -1.254 -0.422
H -0.920 0.881 1.422
```

Properties
E_LUMO = 0.581 eV
E_HOMO = -0.3386 Ha
charge = 0
multiplicity = 1
DFT total energy = -469.6916 hartree
frontier orbital gap = 9.793 eV
energy above the lowest of the compared OMol25 structures with the same formula, charge and spin = 71.0 kcal/mol



3.
Density functional theory data (ωB97M-V with the def2-TZVPD basis set) for a molecular structure, C3NO5 in a non-equilibrium geometry.

Geometry as XYZ:
```
9
C3NO5 | the OMol25 dataset | ωB97M-V with the def2-TZVPD basis set
C -0.312 0.514 0.071
C 0.692 1.101 -2.156
C -1.167 -0.247 0.572
N -0.446 -2.182 2.524
O 1.794 0.736 -2.075
O 0.096 1.577 -0.384
O -0.304 1.353 -2.747
O 0.708 -1.969 2.618
O -1.363 -1.297 1.332
```

Properties
E_LUMO (alpha / beta) = 3.770 / 2.842 eV
E_HOMO (alpha / beta) = -0.1523 / -0.1245 Ha
charge = -1
multiplicity = 1
DFT total energy = -545.1579 hartree
frontier orbital gap (alpha / beta) = 7.913 / 6.229 eV
energy above the lowest of the compared OMol25 structures with the same formula, charge and spin = 156.9 kcal/mol



4.
Density functional theory data (ωB97M-V with the def2-TZVPD basis set) for 7 unconnected molecules or ions with the total composition C5H14Cl10O2 in a non-equilibrium geometry.

Geometry as XYZ:
```
31
C5H14Cl10O2 | the OMol25 dataset | ωB97M-V with the def2-TZVPD basis set
O 0.019 -0.411 -0.401
H 0.881 -0.750 -0.160
H -0.323 -0.026 0.406
O 0.408 0.918 -2.864
H 0.099 0.167 -2.358
H 0.695 1.550 -2.205
C -0.969 -3.350 -0.852
Cl -0.643 -5.110 -0.968
Cl -2.195 -2.732 -1.986
H -1.197 -3.136 0.192
H -0.027 -2.895 -1.157
C 2.446 -0.141 2.764
Cl 2.955 0.276 1.208
Cl 0.657 -0.096 3.044
H 2.893 -1.103 3.015
H 2.957 0.542 3.443
C 3.169 -0.940 -3.617
Cl 2.493 -1.707 -2.105
Cl 3.501 -2.275 -4.742
H 2.494 -0.275 -4.155
H 4.072 -0.435 -3.273
C -0.983 4.250 0.937
Cl -0.234 2.715 0.737
Cl -1.685 4.899 -0.548
H -1.756 4.059 1.682
H -0.148 4.887 1.226
C -4.001 0.162 2.582
Cl -3.895 1.755 3.331
Cl -3.096 -0.093 1.088
H -3.543 -0.566 3.252
H -5.044 -0.141 2.483
```

Properties
E_LUMO (alpha / beta) = -2.801 / -10.611 eV
E_HOMO (alpha / beta) = -0.4814 / -0.4814 Ha
charge = +1
multiplicity = 2
DFT total energy = -4950.8857 hartree
frontier orbital gap (alpha / beta) = 10.299 / 2.487 eV
⟨S²⟩ = 0.753



5.
Density functional theory data (ωB97M-V with the def2-TZVPD basis set) for 2 unconnected molecules or ions with the total composition C5H10N2O in a non-equilibrium geometry.

Geometry as XYZ:
```
18
C5H10N2O | the OMol25 dataset | ωB97M-V with the def2-TZVPD basis set
C -0.043 -2.433 -1.152
C 0.349 -0.086 -2.080
C 0.145 -0.523 0.373
C 0.021 0.779 0.940
C -0.413 2.169 0.440
H -0.663 -2.898 -1.978
H -0.534 -2.724 -0.120
H 0.730 -3.095 -1.619
H 1.295 0.258 -1.546
H -0.616 0.669 -2.222
H 0.397 -0.991 -3.018
H -0.149 -0.834 2.489
H 1.688 -1.691 1.824
H 0.353 0.738 2.114
H -0.888 2.281 -0.657
N 0.082 -0.957 -0.843
N 0.272 -1.458 1.463
O -0.556 3.219 1.158
```

Properties
E_LUMO = -0.204 eV
E_HOMO = -0.2982 Ha
charge = 0
multiplicity = 1
DFT total energy = -380.9714 hartree
frontier orbital gap = 7.911 eV
energy above the lowest of the compared OMol25 structures with the same formula, charge and spin = 197.1 kcal/mol



6.
Density functional theory data (ωB97M-V with the def2-TZVPD basis set) for 2 unconnected molecules or ions with the total composition C7H13NO2.

Geometry as XYZ:
```
23
C7H13NO2 | the OMol25 dataset | ωB97M-V with the def2-TZVPD basis set
C 1.695 -1.915 -0.025
C 1.033 -0.539 -0.218
C 2.039 0.597 0.013
C 0.450 -0.460 -1.632
C 0.089 -0.479 0.877
N -0.477 -0.518 1.873
H 0.974 -2.707 -0.216
H 2.528 -2.028 -0.717
H 2.070 -2.027 0.990
H 2.814 0.565 -0.752
H 2.511 0.498 0.989
H 1.548 1.567 -0.027
H 1.200 -0.817 -2.338
H 0.189 0.557 -1.906
H -0.440 -1.067 -1.730
C -2.880 0.780 1.290
C -2.048 1.050 0.076
O -2.148 0.491 -0.981
O -1.170 2.050 0.267
H -2.367 1.120 2.182
H -3.820 1.324 1.185
H -3.100 -0.280 1.357
H -0.692 2.236 -0.557
```

Properties
E_LUMO = 0.657 eV
E_HOMO = -0.3826 Ha
SMILES string = CC(C)(C)C#N.CC(=O)O
charge = 0
multiplicity = 1
DFT total energy = -479.7669 hartree
frontier orbital gap = 11.067 eV
energy above the lowest of the compared OMol25 structures with the same formula, charge and spin = 18.6 kcal/mol



7.
Density functional theory data (ωB97M-V with the def2-TZVPD basis set) for 8 unconnected molecules or ions with the total composition C31H45Cl6N6O in a non-equilibrium geometry.

Geometry as XYZ:
```
89
C31H45Cl6N6O | the OMol25 dataset | ωB97M-V with the def2-TZVPD basis set
C 1.636 4.637 -0.176
Cl 0.454 3.488 -0.796
Cl 2.455 3.904 1.223
Cl 0.776 6.142 0.363
H 2.334 4.936 -0.953
C -1.712 0.947 0.202
Cl -2.558 1.033 -1.362
Cl -2.003 -0.601 0.963
Cl -2.207 2.333 1.277
H -0.641 1.077 0.070
C 2.781 0.519 1.992
C 3.732 -0.044 0.925
C 5.155 -0.211 1.512
C 5.308 -1.442 2.331
C 5.033 -2.650 1.411
C 3.623 -2.633 0.812
N 3.271 -1.294 0.244
O 2.147 -1.116 -0.597
C 3.572 -3.690 -0.323
C 2.609 -3.008 1.863
C 3.990 1.084 -0.096
H 2.568 -0.184 2.800
H 1.770 0.618 1.595
H 3.134 1.442 2.448
H 5.940 -0.209 0.751
H 5.404 0.730 2.007
H 4.674 -1.448 3.219
H 6.316 -1.523 2.743
H 5.037 -3.487 2.110
H 5.758 -2.728 0.601
H 2.606 -3.991 -0.724
H 4.260 -3.468 -1.140
H 3.995 -4.605 0.099
H 2.722 -4.048 2.172
H 2.727 -2.354 2.728
H 1.576 -2.839 1.557
H 4.309 1.993 0.411
H 3.126 1.371 -0.699
H 4.704 0.799 -0.870
N -2.299 6.817 -0.138
C -2.654 6.007 0.914
C -3.702 6.561 1.612
C -4.082 7.714 0.888
C -3.157 7.865 -0.138
H -1.566 6.657 -0.807
H -2.141 5.087 1.142
H -4.072 6.240 2.573
H -4.792 8.520 0.998
H -3.076 8.611 -0.914
N -0.247 -4.087 -1.755
C -0.695 -2.797 -1.535
C -1.076 -2.306 -2.761
C -0.818 -3.268 -3.792
C -0.398 -4.379 -3.070
H 0.008 -4.720 -1.016
H -0.771 -2.441 -0.520
H -1.532 -1.345 -2.944
H -0.882 -3.190 -4.865
H -0.152 -5.371 -3.417
N 1.568 1.756 -5.608
C 0.249 2.048 -5.405
C -0.091 1.479 -4.236
C 0.931 0.696 -3.708
C 2.020 0.969 -4.567
H 2.156 2.093 -6.352
H -0.260 2.767 -6.027
H -1.055 1.587 -3.760
H 1.065 0.102 -2.817
H 3.070 0.719 -4.564
N -3.677 -0.891 6.304
C -4.132 0.184 5.565
C -3.421 0.139 4.374
C -2.404 -0.814 4.471
C -2.686 -1.490 5.619
H -3.915 -1.163 7.243
H -4.858 0.898 5.917
H -3.541 0.800 3.528
H -1.630 -1.078 3.768
H -2.140 -2.317 6.049
N -3.827 -3.419 -2.107
C -4.509 -2.422 -1.462
C -5.834 -2.811 -1.397
C -5.995 -4.050 -2.075
C -4.741 -4.361 -2.544
H -2.827 -3.415 -2.258
H -4.012 -1.562 -1.043
H -6.560 -2.230 -0.848
H -6.890 -4.645 -2.158
H -4.334 -5.226 -3.045
```

Properties
E_LUMO (alpha / beta) = 0.391 / -0.135 eV
E_HOMO (alpha / beta) = -0.2788 / -0.2788 Ha
charge = 0
multiplicity = 2
DFT total energy = -4372.9853 hartree
frontier orbital gap (alpha / beta) = 7.979 / 7.452 eV
energy above the lowest of the compared OMol25 structures with the same formula, charge and spin = 17.6 kcal/mol
⟨S²⟩ = 0.755



8.
Density functional theory data (ωB97M-V with the def2-TZVPD basis set) for 2 unconnected molecules or ions with the total composition C3H6N2 in a non-equilibrium geometry.

Geometry as XYZ:
```
11
C3H6N2 | the OMol25 dataset | ωB97M-V with the def2-TZVPD basis set
C 1.673 0.454 0.395
C 1.853 -0.858 0.167
C -1.217 0.044 0.309
N -3.179 0.584 -0.844
N -2.160 0.217 -0.355
H 2.440 0.935 1.046
H 0.867 0.951 -0.144
H 1.041 -1.276 -0.393
H 2.623 -1.460 0.600
H -0.501 0.123 0.950
H -3.440 0.286 -1.732
```

Properties
E_LUMO = 1.089 eV
E_HOMO = -0.3136 Ha
charge = 0
multiplicity = 1
DFT total energy = -227.2351 hartree
frontier orbital gap = 9.623 eV
energy above the lowest of the compared OMol25 structures with the same formula, charge and spin = 119.1 kcal/mol



Which of these has the highest DFT total energy?
C3H6N2



Repeat the sixth record exactly.
Density functional theory data (ωB97M-V with the def2-TZVPD basis set) for 2 unconnected molecules or ions with the total composition C7H13NO2.

Geometry as XYZ:
```
23
C7H13NO2 | the OMol25 dataset | ωB97M-V with the def2-TZVPD basis set
C 1.695 -1.915 -0.025
C 1.033 -0.539 -0.218
C 2.039 0.597 0.013
C 0.450 -0.460 -1.632
C 0.089 -0.479 0.877
N -0.477 -0.518 1.873
H 0.974 -2.707 -0.216
H 2.528 -2.028 -0.717
H 2.070 -2.027 0.990
H 2.814 0.565 -0.752
H 2.511 0.498 0.989
H 1.548 1.567 -0.027
H 1.200 -0.817 -2.338
H 0.189 0.557 -1.906
H -0.440 -1.067 -1.730
C -2.880 0.780 1.290
C -2.048 1.050 0.076
O -2.148 0.491 -0.981
O -1.170 2.050 0.267
H -2.367 1.120 2.182
H -3.820 1.324 1.185
H -3.100 -0.280 1.357
H -0.692 2.236 -0.557
```

Properties
E_LUMO = 0.657 eV
E_HOMO = -0.3826 Ha
SMILES string = CC(C)(C)C#N.CC(=O)O
charge = 0
multiplicity = 1
DFT total energy = -479.7669 hartree
frontier orbital gap = 11.067 eV
energy above the lowest of the compared OMol25 structures with the same formula, charge and spin = 18.6 kcal/mol



Number 2 is which compound?
C3H2F3N



What is the charge in the fifth record?
0